Computed, not measured: a cluster of 17 separate species, C27H80O18 in total at a distorted geometry, with ωB97M-V with the def2-TZVPD basis set.

The net charge is 0. For the HOMO-LUMO gap, the calculation gives 0.340 hartree. Its spin multiplicity is 1.

```
125
Properties=species:S:1:pos:R:3:forces:R:3
C -3.780 2.077 0.263 -0.31 -0.41 -0.35
O -3.499 1.413 1.479 0.14 0.31 0.13
C -2.110 1.258 1.707 0.04 -0.33 0.01
C -1.496 0.063 0.964 -0.34 1.01 0.27
O -1.663 -1.075 1.787 -0.35 -0.54 -0.50
C -1.234 -2.274 1.114 0.30 0.47 0.06
C 0.256 -2.495 1.432 0.20 -0.16 -0.62
C 1.237 -2.242 0.287 -0.75 -0.12 1.22
C 2.521 -1.854 0.614 -0.06 -0.11 -0.06
C 3.404 -1.620 -0.409 1.71 0.46 0.92
C 3.070 -1.744 -1.726 0.12 0.03 -1.40
C 1.794 -2.129 -2.054 -0.49 -0.22 -0.13
C 0.899 -2.391 -1.038 -0.76 -0.22 -0.28
H -3.167 2.973 0.097 0.04 -0.08 0.21
H -4.834 2.367 0.275 0.14 -0.01 0.09
H -3.625 1.396 -0.585 0.04 0.21 -0.03
H -1.990 1.044 2.774 -0.01 0.23 -0.08
H -1.603 2.199 1.450 0.10 -0.18 0.02
H -0.437 0.281 0.755 -0.04 -0.26 0.06
H -2.022 -0.030 0.003 0.17 -0.26 0.05
H -1.847 -3.117 1.423 0.07 0.19 0.28
H -1.439 -2.123 0.049 0.25 -0.13 0.02
H 0.521 -1.803 2.236 -0.15 -0.14 0.02
H 0.446 -3.503 1.821 -0.22 0.07 -0.06
H 2.845 -1.749 1.644 -0.15 0.05 -0.02
H 4.408 -1.304 -0.123 -0.03 -0.01 -0.27
H 3.778 -1.569 -2.529 0.11 0.16 0.26
H 1.455 -2.246 -3.078 0.25 0.03 0.01
H -0.100 -2.728 -1.294 0.07 0.05 -0.03
C -6.530 4.285 2.497 -0.26 0.05 -0.24
O -6.769 4.840 1.208 0.05 -0.07 0.02
H -5.455 4.204 2.639 0.00 -0.01 -0.05
H -6.948 4.933 3.272 0.06 -0.09 0.11
H -6.979 3.290 2.564 0.10 -0.03 0.19
H -7.723 4.909 1.090 0.03 0.14 -0.09
C -1.350 3.586 -2.449 0.14 -0.31 0.08
O -1.131 2.183 -2.305 -0.12 0.00 0.01
H -2.357 3.738 -2.836 0.01 -0.12 -0.04
H -1.254 4.081 -1.485 -0.02 0.18 -0.10
H -0.628 4.007 -3.154 -0.07 0.17 0.02
H -0.237 2.067 -1.966 0.01 -0.03 -0.05
C 5.365 -4.646 1.949 -0.12 0.26 -0.28
O 5.546 -4.618 0.527 0.00 -0.19 -0.02
H 5.745 -5.593 2.326 0.01 -0.03 -0.08
H 5.910 -3.829 2.415 -0.04 -0.04 0.11
H 4.302 -4.564 2.191 0.04 -0.03 0.16
H 5.202 -3.773 0.212 0.05 -0.01 -0.03
C -2.717 -3.414 4.934 -0.14 0.29 -0.32
O -2.519 -3.357 3.525 -0.05 -0.16 0.23
H -2.347 -4.371 5.296 0.02 -0.02 -0.10
H -2.164 -2.606 5.421 -0.04 -0.06 0.17
H -3.779 -3.327 5.171 0.05 -0.04 0.22
H -2.851 -2.504 3.221 0.13 0.03 -0.04
C -9.180 4.963 -2.251 0.26 -0.03 0.11
O -8.459 5.428 -1.108 -0.08 -0.04 0.10
H -10.092 5.546 -2.350 0.00 0.00 0.10
H -8.571 5.091 -3.147 -0.14 -0.13 -0.08
H -9.438 3.908 -2.123 -0.12 0.01 -0.15
H -7.657 4.899 -1.041 0.07 0.13 -0.01
C -5.394 4.758 -4.715 -0.12 0.36 0.05
O -6.712 5.291 -4.601 0.03 -0.14 -0.04
H -5.469 3.700 -4.955 -0.10 0.01 0.01
H -4.852 5.273 -5.512 0.15 -0.10 0.04
H -4.862 4.877 -3.768 0.16 -0.10 -0.07
H -6.624 6.225 -4.389 -0.06 0.00 -0.02
C 6.370 -2.784 -2.096 0.25 0.35 -0.11
O 6.380 -1.488 -2.696 -0.29 -0.01 0.03
H 5.340 -3.045 -1.864 -0.04 0.04 -0.17
H 6.781 -3.519 -2.790 -0.01 -0.16 0.17
H 6.952 -2.778 -1.177 0.04 -0.15 -0.04
H 7.294 -1.270 -2.895 -0.02 0.04 0.00
C -3.583 -4.266 8.464 -0.36 0.23 0.13
O -4.655 -3.586 7.816 0.15 -0.08 -0.06
H -2.927 -4.681 7.703 -0.06 0.03 -0.05
H -3.018 -3.566 9.084 0.14 -0.14 0.03
H -3.976 -5.076 9.084 0.19 -0.07 0.03
H -5.219 -3.227 8.507 -0.06 0.04 -0.08
C -11.734 3.266 -4.427 -0.21 0.00 0.30
O -12.295 4.414 -3.798 0.07 0.02 -0.13
H -11.055 3.594 -5.210 -0.02 0.10 0.04
H -11.180 2.674 -3.695 0.08 -0.12 -0.15
H -12.521 2.652 -4.873 0.10 -0.08 -0.07
H -12.888 4.100 -3.111 -0.01 0.09 0.02
C 1.285 6.130 -0.758 -0.09 -0.04 0.18
O 0.352 5.170 -0.261 0.16 0.03 0.08
H 1.790 5.689 -1.614 -0.01 -0.06 0.03
H 0.778 7.045 -1.073 0.04 0.01 -0.02
H 2.022 6.366 0.014 0.10 0.09 -0.12
H -0.090 5.564 0.497 -0.03 -0.06 0.00
C 3.709 2.073 -0.195 -0.34 0.12 0.13
O 2.661 2.750 -0.882 -0.02 0.05 -0.08
H 4.388 1.654 -0.934 -0.06 0.01 -0.05
H 4.258 2.768 0.446 0.09 -0.10 0.02
H 3.289 1.263 0.407 0.21 -0.08 0.04
H 2.063 3.116 -0.221 -0.04 0.09 -0.09
C 7.093 -4.319 5.376 -0.23 0.15 0.11
O 6.006 -3.659 4.731 0.06 -0.05 0.10
H 7.741 -4.733 4.607 -0.04 0.04 -0.04
H 7.664 -3.612 5.982 0.11 -0.10 0.01
H 6.726 -5.130 6.009 0.13 -0.05 0.01
H 5.440 -3.297 5.419 -0.03 0.03 -0.06
C 8.888 -5.725 -1.146 -0.22 0.13 0.24
O 8.385 -4.515 -0.593 0.31 -0.23 0.11
H 9.604 -5.472 -1.925 -0.01 0.04 0.01
H 9.390 -6.319 -0.377 0.06 -0.11 -0.11
H 8.075 -6.311 -1.584 0.09 -0.10 -0.05
H 7.749 -4.755 0.093 -0.22 0.16 -0.19
C -2.663 6.494 -7.707 -0.05 0.41 -0.02
O -3.040 7.489 -6.757 -0.01 -0.16 0.05
H -2.683 5.524 -7.218 -0.01 0.05 0.07
H -3.368 6.491 -8.542 0.09 -0.17 -0.07
H -1.654 6.694 -8.075 0.00 -0.18 -0.09
H -3.017 8.335 -7.212 -0.03 0.04 0.09
C 10.664 -2.707 0.991 0.36 -0.15 0.21
O 11.381 -2.226 2.128 -0.12 0.11 -0.02
H 9.796 -2.073 0.836 0.02 0.02 0.07
H 11.299 -2.669 0.102 -0.15 -0.04 -0.11
H 10.331 -3.732 1.160 -0.12 0.01 -0.17
H 12.144 -2.797 2.251 0.01 0.04 0.03
C 2.127 -5.829 -0.093 0.52 0.10 -0.10
O 2.953 -5.556 -1.217 -0.13 -0.02 -0.12
H 1.103 -5.942 -0.441 0.02 0.03 -0.05
H 2.448 -6.755 0.394 -0.15 0.00 0.12
H 2.176 -5.000 0.620 -0.14 -0.07 0.10
H 3.860 -5.450 -0.907 -0.01 -0.01 0.12
```
Positions in Å, forces in eV/Å.